19
Properties=species:S:1:pos:R:3 method="wB97M-V/def2-TZVPD" homo_lumo_gap_ev=6.80 homo_ev=-2.8 molar_mass_g_mol=118.225 total_charge=-1 total_energy_ev=-17705.63437
C -1.60824 -1.62037 0.24835
H 0.82631 1.21471 -0.41582
H -2.62180 -1.50004 -0.12364
H -0.86464 -1.47696 -0.54611
C 1.23162 0.61437 -1.24523
H 1.84286 2.32843 -2.40941
C 2.30450 1.46565 -1.91684
H 0.70030 -0.99210 1.30044
H -1.42621 -2.64621 0.58580
H -1.93625 1.06231 2.41643
N -0.09948 -0.77804 1.96502
H 2.74604 0.89619 -2.75438
H 0.40311 0.50538 -1.95586
C -2.19315 0.37310 1.62070
H 3.15743 1.69369 -1.27367
C -1.32203 -0.60918 1.31451
H -3.14146 0.46927 1.11098
H 0.13871 -0.05836 2.63020
S 1.86238 -0.94183 -0.55148

11
Properties=species:S:1:pos:R:3 method="wB97M-V/def2-TZVPD" homo_lumo_gap_ev=9.66 homo_ev=-9.0 molar_mass_g_mol=108.137 smiles=O[C@@H]1[C@H](F)[C@@H]1S total_energy_ev=-18790.63672
H 1.12490 0.93079 -1.44688
C -0.73090 -0.26423 0.58635
S -2.20010 -0.12610 -0.44748
H -0.96330 -0.45780 1.64540
C 0.53823 -0.91028 0.21345
O 0.60933 1.36984 -0.74694
C 0.51882 0.57398 0.34214
H -1.61752 0.77541 -1.24794
H 1.05750 -1.51522 0.91199
H 0.97901 0.97814 1.25951
F 0.68403 -1.35453 -1.06959

8
Properties=species:S:1:pos:R:3 method="wB97M-V/def2-TZVPD" homo_lumo_gap_ev="7.78 / 8.89" homo_ev="-8.2 / -9.5" molar_mass_g_mol=181.960 total_energy_ev=-13300.88950
O -0.16282 1.25927 -0.37189
C 0.44342 -0.33915 0.73098
C 0.98286 0.87095 0.33203
I -2.69027 -0.44053 -0.12752
C -0.61763 -0.00844 -0.11399
H 1.69683 1.64459 0.40258
H -0.50912 -1.79056 -2.02021
H 0.85673 -1.19612 1.16802

15
Properties=species:S:1:pos:R:3 method="wB97M-V/def2-TZVPD" homo_lumo_gap_ev="5.66 / 5.67" homo_ev="1.4 / 1.4" molar_mass_g_mol=151.058 total_charge=-2 total_energy_ev=-22174.73706
H 0.39901 1.28156 0.91906
C 0.91958 -0.66736 0.97036
C -1.34701 -0.38487 -0.33144
H 1.37537 -1.43927 0.36317
H -2.35250 -0.01571 -0.18709
N -0.53662 -0.70367 1.37642
O -0.42370 0.21304 -2.89514
H 1.64808 -0.70597 1.90526
C 1.15105 0.77439 0.34659
O 1.00062 0.72558 -1.04332
O -0.92966 -1.85166 1.84320
P -0.64965 0.82121 -1.55026
H 2.14846 1.07645 0.56206
H -1.25366 -1.37566 -0.84446
O -1.14938 2.25195 -1.43440

40
Properties=species:S:1:pos:R:3 method="wB97M-V/def2-TZVPD" homo_lumo_gap_ev=8.78 homo_ev=-8.5 molar_mass_g_mol=262.390 smiles=CCCSSCC.O.O.O.O.O.O.O total_energy_ev=-41609.57921
H -2.69110 -1.37964 1.03752
S -1.90558 2.46379 0.24065
O 0.92928 0.57029 3.17100
C -2.29843 0.08906 -1.43045
H 3.09643 -1.77659 1.19835
H 4.10138 -1.53817 -0.58715
H 3.72311 -0.24666 -1.40138
H -2.18998 -1.28666 -2.96192
O 2.55191 1.92246 1.29381
O 4.09374 -1.13039 -1.46037
H -4.29931 -0.89420 1.49434
H -1.67463 0.47016 2.26780
O 1.51138 -1.25590 -2.27041
H -3.27835 -1.76700 2.64813
H 3.47010 2.23350 1.34304
H 2.33907 -1.67159 -2.00148
H 0.55718 -1.66852 -0.70118
H 2.12236 2.33833 -1.90555
H -0.88258 -0.01967 -3.10197
H -2.36263 -0.33960 -0.43244
H 1.58131 -0.35914 -2.59686
O 3.21847 -0.83755 0.99952
O 2.56597 1.58769 -1.50206
H 2.77472 1.01096 1.56772
H 2.37339 -0.66865 0.58482
C -1.43567 -0.68517 -2.44234
H 2.46945 1.69879 -0.54660
H 0.77918 0.06132 3.97129
H 0.63231 1.47019 3.33283
O -0.00066 -1.78875 0.08276
H -0.69750 -1.41996 -2.16831
C -1.76880 1.49952 -1.27245
H -3.34562 0.05258 -1.73574
S -3.43434 1.83265 1.45439
C -2.75489 0.34783 2.30617
H -1.92888 2.06690 -2.20077
H -3.09668 0.52276 3.33313
C -3.28055 -1.00466 1.87529
H -0.89880 -1.99104 -0.17360
H -0.66578 1.49074 -1.30952

14
Properties=species:S:1:pos:R:3 method="wB97M-V/def2-TZVPD" homo_lumo_gap_ev=9.47 homo_ev=-9.4 molar_mass_g_mol=219.025 smiles="N#CC1=C[C@H]2C[C@@H]12.I" total_energy_ev=-15906.71736
H 3.09716 -1.00575 0.46502
C 0.55004 1.25562 0.11700
C 2.14244 -0.51981 0.59497
C 1.89591 0.70296 -0.25637
H 2.67406 1.22360 -0.78364
H 0.24676 2.20533 0.51321
H -4.66456 -0.48519 -0.03506
I -6.19692 -0.09410 0.01748
N -2.51812 -0.64094 -0.04807
C 1.19666 -0.59966 -0.56894
H 1.31528 -1.27123 -1.39857
H 1.76388 -0.55215 1.60832
C -0.08996 0.10107 -0.15268
C -1.41264 -0.31974 -0.07269

236
Properties=species:S:1:pos:R:3 method="wB97M-V/def2-TZVPD" multiplicity=6 homo_lumo_gap_ev="7.08 / 7.75" homo_ev="-7.4 / -8.0" molar_mass_g_mol=1611.589 total_energy_ev=-171005.94822
O -1.08215 -0.44501 -8.59594
H 0.50730 -4.07879 -12.99781
H 11.76244 -6.89973 -14.00320
H 5.81822 -0.35067 -14.94327
N -1.92752 -4.12129 -14.72522
H 8.37813 0.94202 -12.32844
C 9.00633 3.79212 -7.78951
H -2.65301 -0.57553 -9.85006
H 3.56421 -1.18500 -13.77144
F 10.97897 -5.59439 -10.48016
C 10.37218 -4.70208 -14.61032
H 7.48780 4.65257 -10.76293
H 3.45403 0.45209 -15.76133
C 3.26367 -0.94284 -17.42875
H 5.03999 -4.32119 -15.80496
N -2.90025 -3.35875 -10.09653
H 3.84408 -4.44378 -6.52871
H -1.87852 -2.01594 -17.30847
C -0.81947 -3.49504 -8.89610
C 2.44995 -6.49359 -5.42247
H -1.12749 -4.39997 -8.37234
O 6.08183 -2.32739 -9.81655
O 9.12851 -3.57166 -9.43949
H 10.65509 -0.62964 -6.84495
H 10.49943 -7.63543 -13.28985
H 10.39791 -3.17593 -12.30135
C -0.86029 -2.39053 -17.20371
H 5.72845 -1.92334 -12.17012
C -4.13019 -6.03911 -13.22396
H 11.36287 -4.59420 -14.16874
N 4.20338 3.90068 -11.44332
C 10.44338 -3.75025 -8.95930
H 10.45550 -2.06584 -15.63497
H 2.82839 -3.94108 -7.61654
H 6.17894 -2.46245 -13.51690
C 1.39639 -3.98191 -5.60861
H 3.25804 -6.34367 -4.70650
H 2.87108 1.20123 -17.20980
H 4.52422 7.58544 -5.28218
H 7.30652 -6.67223 -12.49630
H 3.94501 4.07861 -14.54844
C 7.76162 3.94011 -8.78537
H -2.62582 -2.70482 -8.22899
C 3.53405 -2.19535 -16.62123
H -0.90728 -4.11258 -16.51163
C 7.78283 0.08243 -12.02054
H 10.33636 -4.72646 -15.69946
C 4.17466 5.65960 -4.55618
H -0.07622 -1.87624 -17.75943
H 0.43460 1.71047 -16.49771
C 4.70601 3.56327 -15.13445
H -0.97883 -6.14681 -12.18393
F 4.46832 0.73541 -10.09412
C 3.13062 -1.71240 -11.61530
H 4.80102 7.58709 -2.74927
H 4.54606 -2.39161 -16.26708
H 5.12105 -0.26454 -5.29672
N 6.54274 -1.89225 -12.76682
C 10.68655 -6.99355 -14.15071
C 1.56589 -7.19025 -9.60688
H 12.61843 -2.67719 -7.68523
C -2.08224 -2.64708 -9.17202
F 5.71382 -7.53975 -10.84751
H 2.06060 2.79246 -12.79201
O 3.92187 5.25332 -5.83276
H 12.33033 -0.75586 -6.11778
C 4.81365 -1.66739 -9.80703
H 5.20807 5.60048 -4.21463
O 6.18774 -5.23878 -13.55541
C 3.08079 -1.93856 -13.14970
H 3.45211 -3.04129 -17.30370
N 4.33425 -0.83338 -18.36415
H 4.64372 4.62676 -10.89651
H 3.39124 -0.79204 -5.13898
O -2.78957 -6.60175 -12.99736
H 9.84063 0.63556 -10.62353
O 4.05007 0.37131 -3.53599
H 2.74713 6.74689 -5.98994
O -0.79198 -3.79786 -17.41121
H -4.69030 -6.90433 -13.57858
H 10.29443 4.84573 -5.62925
H 0.62175 -3.87069 -14.71737
C 11.67086 -2.26040 -7.34394
C 9.55520 -3.48121 -14.08667
H 9.60773 2.91524 -8.02931
H 3.17279 4.44519 -8.98725
F 4.42056 -6.03161 -11.50726
C 3.78723 7.16329 -4.59900
H 7.38049 1.89210 -9.41960
H 3.08531 7.20324 -2.61078
H 2.01968 -1.88255 -13.39260
N 9.47452 -3.43584 -12.61743
H 2.53392 -2.45836 -11.09032
H 10.49843 -7.55282 -15.06718
H 2.61745 -7.47706 -9.61528
H 6.16716 -5.03746 -16.82545
O -0.02435 -3.78748 -5.71145
C 6.13541 -5.88139 -14.78369
H 2.75134 -2.30952 -15.87127
C 0.66526 1.04813 -15.66333
C 4.33884 -0.62297 -4.62755
H 4.76935 -1.53983 -4.22489
H 6.78223 -3.95087 -15.58352
H 9.57889 4.68383 -8.04473
C 9.75548 3.90250 -5.54013
H 7.47536 -5.15174 -4.62177
C -0.47047 0.74522 -8.90748
H -3.81386 -2.93153 -10.15045
H 7.26991 0.72396 -5.65178
H 7.08653 -6.37704 -14.97814
H -0.10778 -7.96712 -10.07741
H -1.80486 -4.27023 -4.91259
H 1.57621 -3.84687 -4.54206
H 4.00589 -2.26657 -9.38679
C 2.80593 3.77260 -11.01487
H 6.83440 -3.70274 -4.11884
C 0.31590 -4.57883 -13.94724
H 4.51644 4.75192 -16.68682
H 7.78936 -0.96359 -13.98254
H -0.58363 -2.12188 -16.18420
H 2.37975 -1.06688 -18.05437
H 4.51274 2.51927 -14.88789
H 2.61944 1.67423 -11.62533
C -0.74973 -4.43421 -4.69363
H -1.13350 -1.18947 -10.48151
H 1.60382 -6.16312 -9.96974
H 5.16316 -6.37332 -14.81259
H -0.70926 1.60297 -8.27872
H 0.99078 -5.43064 -14.03121
F 4.89903 -7.68664 -12.81459
H 10.52812 -4.43503 -8.11551
H 6.27191 1.12592 -14.18255
C 4.49589 4.01065 -6.00858
C 3.82820 7.71254 -3.22464
H 2.64750 -7.49592 -5.80250
H 1.34855 -5.58105 -7.03866
H 3.16329 2.73100 -8.98892
H 9.32172 -4.38442 -12.30609
H -0.39572 -5.46479 -4.71950
H 6.98540 0.43395 -11.36584
H 3.54200 5.13762 -3.83828
H 9.92955 -1.26502 -14.12634
O 1.31887 3.75226 -9.10694
H -1.16670 -6.06204 -14.82692
C -1.75279 -5.65868 -12.77622
C 5.38221 -6.82040 -11.93037
H 4.65129 3.77731 -7.06192
C 5.94793 0.10855 -13.96326
H 0.09883 3.67163 -7.40195
Cs 6.34084 -5.40515 -8.32080
H 8.96583 -0.30525 -9.44037
O 9.81699 -5.86293 -14.12459
H 4.52986 3.01019 -11.09611
H 2.59483 -0.78548 -11.41075
H -0.53686 -3.96471 -3.73324
C 11.47870 -4.47343 -9.95667
O 4.49676 -1.60871 -11.20388
H 1.09294 1.57655 -14.81130
H 1.74496 3.22069 -7.16332
H 9.54668 -0.84054 -4.94250
H 1.29082 4.98271 -7.42897
O 8.60537 -0.90373 -11.35577
C 6.55037 -5.90674 -12.32203
F 3.24378 -0.24199 -8.65800
O 4.39853 3.81943 -16.49150
O 7.22769 -4.95718 -11.55561
H -1.91198 -3.18421 -14.34873
F 5.44445 0.02571 -8.27935
C 9.44405 -0.35880 -10.41839
H 1.24883 2.41208 -11.12751
H 3.49786 8.74871 -3.15158
C 7.05636 -0.62460 -13.25047
O 1.52616 -0.03442 -16.00635
H 7.27414 -3.89187 -5.74414
C -1.77908 -1.17842 -9.60333
C 8.24209 0.23912 -5.74054
H -3.09974 -4.23933 -9.64388
C 6.74510 -4.40941 -4.94391
H 12.09158 -0.13916 -7.75389
H 3.90259 3.26759 -5.47571
Mn 7.75721 -2.88340 -11.13046
H 7.10548 4.71507 -8.38912
C 2.13669 2.64743 -11.71439
F 12.63622 -4.78131 -9.37980
H 5.90031 3.06933 -9.34860
F 11.67317 -3.66275 -10.96301
H -3.98641 -5.31308 -14.02415
H 0.61355 0.63255 -8.92546
H 1.29521 -7.22588 -8.55162
O 8.63620 3.83370 -6.41109
H 1.69323 -6.73561 -4.67622
C 4.48238 -0.22345 -9.17991
H -0.63718 1.05748 -9.93840
H 5.04404 0.34535 -13.40201
H 8.10665 -0.56064 -6.46865
H -4.54934 -5.79244 -12.24847
N 3.18299 -4.79370 -7.20739
H -2.14503 -4.86559 -12.13962
C 10.31623 -2.18693 -14.56071
H 8.91274 0.99851 -6.14259
C 2.84981 0.26658 -16.64937
H 1.94895 6.92015 -4.66454
N 8.26575 4.34826 -10.19521
H 4.90554 0.72887 -3.28717
H -0.15479 -2.85702 -8.31365
H 3.41874 -2.90639 -13.52013
C 11.71152 -0.84052 -7.01109
H -0.27108 0.56866 -15.37786
H 5.02098 -5.22789 -4.40901
H 10.48372 3.09826 -5.64482
H 5.66246 3.98838 -14.83016
C 2.10290 -5.22887 -6.33508
H 1.75522 -3.05844 -6.06307
H 9.48576 3.75991 -4.49369
H 11.33848 -2.08818 -14.19555
H -0.30743 -3.75607 -9.82226
C 2.71461 3.59110 -9.48594
H 8.53961 -3.55410 -14.47574
C -1.10946 -5.20999 -14.14955
H 4.31007 0.09286 -18.76613
H 8.95859 5.08296 -10.21187
H 6.53454 2.40827 -8.02636
O 0.80641 -8.23809 -10.18885
N 2.58497 7.42833 -5.26231
C 1.11578 3.93880 -7.68921
H -2.84636 -4.53914 -14.69039
H 5.41778 3.64929 -5.55292
O 8.76749 -0.41323 -4.57934
C 6.88537 2.76523 -8.99465
H 10.31238 -1.00110 -10.27151
C 6.04942 -4.73201 -15.78578
H 2.46930 4.79226 -11.20211
O 5.33686 -4.78272 -5.19872
H 11.45467 -2.78152 -6.41131
H 4.08910 -1.36713 -19.18581
O 10.78719 -2.44515 -8.41025

87
Properties=species:S:1:pos:R:3 method="wB97M-V/def2-TZVPD" homo_lumo_gap_ev=6.23 homo_ev=-4.5 molar_mass_g_mol=798.553 total_charge=-1 total_energy_ev=-107092.69829
H -4.99308 2.90097 -0.65430
C -3.67866 3.41230 -5.28451
H 1.90253 1.05050 -1.84809
C 2.31693 -2.49032 1.38532
H -3.16397 4.24305 -0.33696
H -5.23756 3.12198 1.10631
H -3.56735 4.41781 -4.87357
C -0.49140 -4.71100 0.56727
C -1.85804 -4.08960 0.11384
H 3.28778 -1.55553 -1.01046
S -3.74856 -4.00415 2.38483
H 3.80601 1.60622 0.44252
H 0.26853 0.68705 -3.39423
H 3.73117 1.34427 -2.78855
O -2.74206 3.44872 -7.37287
H 1.11952 -0.17157 4.56037
F -4.63237 -4.66084 3.51781
C 0.40749 1.78112 0.37425
P -0.72934 3.10921 -0.15560
H -1.27356 1.22850 -1.88073
H 5.18501 -0.21957 1.79014
P 2.67343 -0.55748 1.24262
F -4.66485 -2.69706 2.45032
F -1.60863 -3.34631 -0.96964
H 2.70055 -1.37553 3.67118
H -0.59714 1.67174 -4.59151
O -2.20873 2.46012 0.10146
H 2.07087 3.12786 0.27229
C -3.20428 3.45234 0.41377
C 2.96495 1.34586 1.08836
C 2.53941 -0.83368 -0.68705
H -3.08062 3.84615 1.42138
C -0.10670 1.68850 -3.60332
H -4.46337 1.66253 0.49693
C 0.79852 -2.67634 1.56833
H 1.55138 -1.29041 -0.86106
F -0.68240 -6.01833 0.80600
F -2.87417 -5.30207 2.37215
O -0.72302 2.65521 -6.76959
C 1.75072 2.29605 0.91592
O -0.64006 3.25369 -1.77267
H -4.40172 2.86249 -4.68565
H 1.49424 1.94413 5.37058
O -2.40456 2.76154 -5.25954
H -4.61091 4.29294 -7.04147
F -2.62753 -5.07386 -0.34932
H 0.41670 1.04104 -0.42752
C -1.13801 2.12018 -2.49374
C 5.14090 -2.17297 1.05232
F 0.32898 -4.69028 -0.48233
H 2.57290 -3.04950 0.47937
F 1.36072 -4.94568 1.88209
C 4.60037 -0.79579 1.06461
F -0.35773 -4.23663 2.91936
H 3.39878 1.62407 2.05669
H 0.91155 0.78109 3.10335
H 0.25472 -2.19472 0.74899
H -2.06886 2.33390 -3.01046
H 0.53133 -2.13346 2.47914
C 2.79852 -0.40317 3.16641
C -4.56798 2.73524 0.33704
F -4.76747 -4.57941 1.32740
C -2.71286 -3.17926 1.03566
H 1.53079 2.79112 1.86380
O 5.48149 -2.67391 2.28651
C 1.65663 0.43660 3.82497
F -2.07484 -2.18012 1.56808
H 5.34986 -3.63194 2.27255
H 4.87111 -0.35688 0.10147
F -2.88452 -3.34988 3.52837
C 2.24971 1.60462 4.65250
H 0.74194 2.37064 -3.62965
F -3.59849 -2.59907 0.23185
H 3.76801 -0.04505 3.52162
H 2.79796 -2.97940 2.23471
H 2.49766 2.45416 4.01182
H 3.13011 1.28522 5.20684
C -4.02503 3.42323 -6.75233
N 3.78627 0.50773 -2.20515
O 5.31524 -2.85317 0.09542
H -4.55204 2.51935 -7.06574
H -0.13686 1.30089 1.19268
C 2.68700 0.33029 -1.60155
H 1.24109 -0.40013 1.40343
C -1.84271 2.92790 -6.49505
C 0.29902 -4.11437 1.73667
O -0.54636 4.37831 0.53449